C21H29ClN2O2 | ωB97M-V with the def2-TZVPD basis set

As for the SMILES: O=C(NCCc1ccccc1Cl)[C@H]1CCC(=O)N(C2CCCCCC2)C1. For the largest force on an atom, the calculation gives 0.013 hartree/bohr. As for the net charge: 0. For the relative energy (zero: lowest compared OMol25 entry of this formula, charge and spin), the calculation gives 42.8 kJ/mol.

Element x y z (Å)
O  -0.9731  -4.3203  -0.2890
C  -1.0779  -3.1290  -0.0886
N  -0.2781  -2.4514  0.7620
C  0.8188  -3.0895  1.4474
C  2.1109  -3.1070  0.6122
C  2.6419  -1.7279  0.3526
C  3.2765  -1.0289  1.3757
C  3.7896  0.2391  1.1787
C  3.6856  0.8393  -0.0651
C  3.0521  0.1719  -1.0977
C  2.5287  -1.0948  -0.8824
Cl  1.7278  -1.8825  -2.2123
C  -2.1879  -2.2945  -0.7239
C  -3.3371  -2.1521  0.2825
C  -4.1898  -0.9447  -0.0933
C  -3.3578  0.3050  0.1000
O  -3.7581  1.2867  0.6947
N  -2.0974  0.2007  -0.3915
C  -1.2137  1.3607  -0.2771
C  -0.1109  1.0969  0.7576
C  0.3456  2.3335  1.5410
C  0.3963  3.6441  0.7533
C  0.9497  3.5188  -0.6665
C  -0.1326  3.1963  -1.6951
C  -0.6447  1.7597  -1.6411
C  -1.7351  -0.9133  -1.2455
H  -0.3511  -1.4488  0.8163
H  0.9848  -2.5721  2.3952
H  0.5188  -4.1226  1.6410
H  1.9008  -3.6207  -0.3254
H  2.8589  -3.6820  1.1609
H  3.3754  -1.5030  2.3413
H  4.2797  0.7550  1.9902
H  4.0983  1.8222  -0.2334
H  2.9620  0.6261  -2.0725
H  -2.5434  -2.8778  -1.5783
H  -2.9402  -2.0037  1.2902
H  -3.9345  -3.0639  0.2924
H  -5.0746  -0.8672  0.5383
H  -4.5124  -1.0172  -1.1343
H  -1.8667  2.1570  0.0954
H  0.7491  0.6424  0.2612
H  -0.4943  0.3858  1.4950
H  -0.3259  2.4836  2.3886
H  1.3384  2.1174  1.9440
H  1.0142  4.3431  1.3216
H  -0.6038  4.0776  0.7006
H  1.4035  4.4720  -0.9481
H  1.7320  2.7597  -0.6960
H  -0.9699  3.8836  -1.5549
H  0.2683  3.3700  -2.6970
H  0.1714  1.0856  -1.9122
H  -1.4313  1.6532  -2.3921
H  -2.1836  -0.7652  -2.2375
H  -0.6531  -0.9066  -1.3790

Results of the Mulliken charge analysis, in e, for atoms 1 through 8: atom 1 (O): -0.699, atom 2 (C): 0.143, atom 3 (N): 0.091, atom 4 (C): -0.941, atom 5 (C): -1.643, atom 6 (C): 0.088, atom 7 (C): -0.297, atom 8 (C): -0.867

---

C21H29ClN2O5S | ωB97M-V with the def2-TZVPD basis set

As for the SMILES: CCOC(=O)[C@H]1CCCN(C(=O)c2ccc(Cl)c(S(=O)(=O)N3CCCCCC3)c2)C1. For the largest force on an atom, the calculation gives 0.021 hartree/bohr. As for the net charge: 0. For the relative energy (zero: lowest compared OMol25 entry of this formula, charge and spin), the calculation gives 41.4 kJ/mol.

Element x y z (Å)
C  0.3706  -0.0511  4.1675
C  -0.2707  -1.4174  4.3631
O  -1.1845  -1.7053  3.2979
C  -2.4806  -1.4593  3.4941
O  -2.9711  -1.1085  4.5328
C  -3.2307  -1.6417  2.1855
C  -4.7444  -1.7271  2.3562
C  -5.4088  -1.7694  0.9807
C  -4.9727  -0.5773  0.1268
N  -3.5259  -0.5292  0.0290
C  -2.9248  -0.8724  -1.1337
O  -3.5467  -1.1103  -2.1527
C  -1.4260  -0.9622  -1.1036
C  -0.8261  -2.1421  -1.5329
C  0.5471  -2.3003  -1.4818
C  1.3334  -1.2729  -0.9768
Cl  3.0265  -1.4659  -0.8296
C  0.7475  -0.0811  -0.5828
S  1.7163  1.2241  0.1930
O  2.4587  0.6435  1.2727
O  0.7873  2.2734  0.5060
N  2.7516  1.6803  -0.9991
C  4.1713  1.7542  -0.7677
C  4.9903  1.2916  -1.9742
C  4.9171  2.2705  -3.1472
C  3.7312  2.0569  -4.0948
C  2.3943  1.7284  -3.4190
C  2.1759  2.4400  -2.0816
C  -0.6203  0.0840  -0.6686
C  -2.8855  -0.4187  1.3150
H  -0.3921  0.7242  4.1698
H  1.0638  0.1391  4.9816
H  0.9154  -0.0035  3.2267
H  0.4791  -2.2106  4.3295
H  -0.8169  -1.4581  5.3111
H  -2.8444  -2.5375  1.6897
H  -5.0084  -2.6152  2.9319
H  -5.0865  -0.8554  2.9170
H  -6.4936  -1.7579  1.0869
H  -5.1275  -2.6914  0.4678
H  -5.3711  -0.6600  -0.8854
H  -5.3212  0.3570  0.5782
H  -1.4496  -2.9417  -1.9031
H  1.0115  -3.2168  -1.8090
H  4.3671  1.1168  0.0959
H  4.4617  2.7830  -0.5065
H  4.6613  0.3017  -2.2886
H  6.0277  1.2103  -1.6436
H  5.8304  2.1867  -3.7403
H  4.8914  3.2870  -2.7489
H  3.6167  2.9639  -4.6926
H  3.9669  1.2442  -4.7849
H  1.5861  1.9931  -4.1028
H  2.3243  0.6550  -3.2339
H  1.1090  2.5166  -1.8645
H  2.5896  3.4543  -2.1038
H  -1.0295  1.0393  -0.3767
H  -1.8049  -0.3455  1.2156
H  -3.2565  0.4868  1.8089

Results of the Mulliken charge analysis, in e, for atoms 1 through 8: atom 1 (C): -0.875, atom 2 (C): -0.341, atom 3 (O): -0.285, atom 4 (C): 0.048, atom 5 (O): -0.620, atom 6 (C): 0.813, atom 7 (C): -0.939, atom 8 (C): -0.606

---

C21H29FIN3NbO8 | ωB97M-V with the def2-TZVPD basis set

For the largest force on an atom, the calculation gives 0.053 hartree/bohr. As for the net charge: -1.

Element x y z (Å)
C  -0.8005  -6.5600  -2.4084
C  -1.6483  -5.6299  -3.3006
C  -0.8518  -4.5455  -4.0505
I  0.3230  -5.5860  -5.5387
Nb  -2.3095  -3.0118  -4.9405
C  -2.8506  -1.8271  -3.0812
C  -1.9443  -2.0548  -1.8636
C  -0.6182  -1.3137  -1.9237
O  -0.2241  -1.0004  -0.5903
C  1.1568  -0.8114  -0.4175
C  -0.7479  -1.4043  -5.2909
C  0.6479  -1.8234  -5.3651
O  1.4274  -2.1338  -4.4906
F  1.0939  -1.8580  -6.6531
O  -3.8327  -4.3514  -4.7722
N  -4.9969  -4.0618  -5.4986
O  -4.9755  -4.4055  -6.6123
H  0.2674  -6.4047  -2.5756
H  -1.0057  -7.6130  -2.6175
H  -1.0033  -6.3871  -1.3499
H  -2.2000  -6.2207  -4.0343
H  -2.3874  -5.1269  -2.6678
H  -0.1413  -4.1141  -3.3405
H  -1.8893  -3.4791  -6.6648
H  -3.4826  -1.9086  -5.8146
H  -2.9409  -0.7501  -3.2585
H  -3.8654  -2.1762  -2.8535
H  -1.7594  -3.1225  -1.6984
H  -2.4488  -1.6978  -0.9569
H  0.1696  -1.9062  -2.4000
H  -0.7351  -0.3801  -2.4829
H  1.6005  -0.2214  -1.2294
H  1.2977  -0.2585  0.5147
H  1.6837  -1.7723  -0.3467
H  -0.8507  -0.6274  -4.5333
H  -1.0504  -0.9851  -6.2518
C  -1.6757  2.1450  4.8454
C  -1.3448  3.4690  4.5853
C  -0.6045  3.7903  3.4595
C  -0.2090  2.7674  2.6198
C  -0.5276  1.4428  2.8513
C  -1.2692  1.1369  3.9811
N  0.5841  3.0992  1.4202
O  0.8642  4.2666  1.2325
O  0.9132  2.1795  0.7104
H  -2.2575  1.8985  5.7231
H  -1.6639  4.2534  5.2571
H  -0.3352  4.8114  3.2369
H  -0.2114  0.6772  2.1584
H  -1.5328  0.1080  4.1808
C  3.6363  5.3168  3.4794
C  2.9336  4.2744  4.0676
C  2.9422  4.1110  5.4427
C  3.6661  5.0091  6.2032
C  4.3799  6.0524  5.6453
C  4.3606  6.2014  4.2680
N  3.6716  4.8535  7.6690
O  3.0531  3.9235  8.1393
O  4.2923  5.6669  8.3196
H  3.6127  5.4376  2.4049
H  2.3720  3.5895  3.4509
H  2.3988  3.3089  5.9183
H  4.9330  6.7284  6.2785
H  4.9107  7.0120  3.8111

Results of the Mulliken charge analysis, in e, for atoms 1 through 8: atom 1 (C): -1.226, atom 2 (C): -0.127, atom 3 (C): -1.122, atom 4 (I): -0.012, atom 5 (Nb): -0.422, atom 6 (C): -1.395, atom 7 (C): 0.219, atom 8 (C): -0.274

---

C21H29LaN12O9S8 | ωB97M-V with the def2-TZVPD basis set

For the largest force on an atom, the calculation gives 0.034 hartree/bohr. As for the net charge: -2. For the relative energy (zero: lowest compared OMol25 entry of this formula, charge and spin), the calculation gives 53.2 kJ/mol.

Element x y z (Å)
La  -0.7966  0.1545  -0.0147
N  -3.4648  0.3598  -1.4686
N  -3.2866  0.9462  -2.7028
C  -2.0536  1.2490  -3.1470
N  -1.9281  1.8600  -4.3410
N  -1.0486  0.8648  -2.3894
N  0.1951  1.2502  -2.6042
O  0.5317  1.7510  -3.6625
O  0.9632  1.0570  -1.6830
H  -3.6084  -0.6578  -1.4719
H  -4.0600  0.8762  -0.8296
H  -4.0809  1.1605  -3.3035
H  -2.6950  2.4089  -4.6900
H  -0.9629  2.1454  -4.5305
N  1.7160  0.5503  0.9680
N  2.5831  -0.4106  0.3799
C  2.4640  -1.6884  0.7697
N  3.1869  -2.6327  0.1031
S  1.5940  -2.0627  2.1464
H  2.1555  1.4999  0.8456
H  1.7420  0.3680  1.9830
H  2.8205  -0.1967  -0.5873
H  3.3746  -2.4425  -0.8739
H  2.9119  -3.5837  0.2987
S  -1.9997  -2.2478  -1.0484
C  -2.8706  -2.8861  0.3314
C  -3.1684  -4.2457  0.3100
C  -3.9139  -4.8462  1.3048
C  -4.3579  -4.0863  2.3771
C  -4.0517  -2.7404  2.4274
C  -3.3266  -2.1108  1.4166
S  -3.1164  -0.3792  1.5521
H  -2.8062  -4.8222  -0.5294
H  -4.1493  -5.9025  1.2363
H  -4.9434  -4.5437  3.1677
H  -4.3844  -2.1259  3.2522
O  5.3267  -1.2517  -4.4298
S  3.9372  -1.1220  -4.8052
O  3.6692  -0.2516  -5.9215
N  2.9945  -0.8184  -3.4986
C  2.1462  -1.7880  -3.3019
S  1.0054  -1.8787  -2.0746
C  2.2562  -2.9439  -4.2176
C  1.5240  -4.1203  -4.1932
C  1.8276  -5.1012  -5.1221
C  2.8365  -4.9103  -6.0579
C  3.5620  -3.7236  -6.0865
C  3.2581  -2.7610  -5.1544
H  0.7404  -4.2467  -3.4622
H  1.2624  -6.0244  -5.1280
H  3.0529  -5.6945  -6.7715
H  4.3385  -3.5545  -6.8178
N  -0.2881  4.7728  2.0875
C  -0.5744  3.3835  1.7204
C  -1.6456  3.3385  0.5893
O  -2.3282  4.3481  0.4245
O  -1.7523  2.2468  -0.0344
H  -0.6247  4.9842  3.0214
H  -0.8539  5.3323  1.4417
H  1.3343  5.0949  1.6056
H  -0.9842  2.8120  2.5568
H  0.3413  2.8868  1.3811
C  -1.9748  2.8551  5.4255
N  -0.7241  2.2453  5.7635
C  0.1086  2.5840  6.8033
C  1.1782  1.7612  6.7678
N  0.9947  0.9047  5.7083
C  -0.1804  1.1930  5.0738
S  -0.8438  0.4042  3.7872
H  -2.6280  2.8904  6.2983
H  -2.4296  2.2390  4.6477
H  -1.8363  3.8687  5.0433
H  -0.1321  3.3795  7.4792
H  2.0399  1.7258  7.4031
H  1.6129  0.1722  5.4010
O  4.0454  4.5899  -0.1311
S  2.7593  4.1354  0.3379
O  2.8361  2.9479  1.2050
O  2.2474  5.3239  1.3019
S  1.4029  3.8801  -1.0574

Results of the Mulliken charge analysis, in e, for atoms 1 through 8: atom 1 (La): 1.086, atom 2 (N): -0.240, atom 3 (N): -0.287, atom 4 (C): 0.323, atom 5 (N): -0.388, atom 6 (N): -0.026, atom 7 (N): 0.841, atom 8 (O): -0.838

---

| no. | highest occupied orbital energy (eV) | calculated total energy (eV) |
| --- | --- | --- |
| 1 | -9.09 | -41847.4158 |
| 2 | -9.35 | -58823.8889 |
| 3 | -4.87 | -55455.9566 |
| 4 | -2.12 | -146102.2308 |